[1]
{"formula": "C29H21CeN3O4S3Se4", "method": "wB97M-V/def2-TZVPD", "total_energy_ev": -349899.5460, "total_charge": -1, "multiplicity": 2, "molar_mass_g_mol": 1027.66, "lumo_ev": [1.1, 1.1], "species": ["Ce", "Se", "Se", "Se", "Se", "S", "C", "C", "C", "C", "C", "C", "N", "C", "C", "C", "C", "C", "C", "C", "C", "N", "C", "C", "C", "C", "C", "S", "C", "H", "H", "H", "H", "H", "H", "H", "H", "H", "H", "H", "H", "C", "C", "C", "C", "C", "C", "C", "S", "O", "O", "N", "C", "C", "O", "O", "H", "H", "H", "H", "H", "H", "H", "H", "H"], "coordinates": [[7.77487, 16.63430, 12.90062], [5.65864, 18.87884, 14.08938], [4.79692, 16.82282, 14.80989], [5.09568, 15.08668, 13.27990], [6.83573, 13.90914, 14.33296], [6.21991, 22.93582, 8.85345], [6.62547, 24.20000, 9.94542], [6.93857, 23.73927, 11.19994], [7.03569, 22.31500, 11.18320], [6.55059, 21.69462, 10.03755], [6.48554, 20.19634, 9.85282], [6.82674, 19.41102, 10.96546], [6.93054, 18.08768, 10.85679], [6.45868, 17.45814, 9.71153], [5.92963, 18.27715, 8.60391], [5.47109, 17.60795, 7.39490], [5.69783, 16.27137, 7.12768], [6.11441, 15.46473, 8.23823], [6.19556, 14.03418, 8.21509], [6.46655, 13.26960, 9.36679], [6.56435, 13.92887, 10.60912], [6.75013, 15.24677, 10.68913], [6.46802, 16.04246, 9.57080], [6.68103, 11.82282, 9.26171], [7.19455, 11.10687, 10.30138], [7.17303, 9.66302, 9.99647], [6.64833, 9.37905, 8.76090], [6.11919, 10.80680, 7.91577], [5.84733, 19.63030, 8.74797], [6.61128, 25.20367, 9.67050], [7.25397, 24.32978, 12.04433], [7.36882, 21.74359, 12.02550], [6.98984, 19.83297, 11.95444], [4.89880, 18.12169, 6.63360], [5.66756, 15.79920, 6.16039], [6.10536, 13.53892, 7.22573], [6.49384, 13.31766, 11.51736], [7.76496, 11.60024, 11.11133], [7.47504, 8.96075, 10.75919], [6.54561, 8.41878, 8.27069], [5.38674, 20.28008, 8.03625], [10.93063, 15.70304, 20.44844], [10.69446, 16.04992, 19.01087], [9.60498, 16.94083, 18.70572], [9.31961, 17.32137, 17.40327], [10.22870, 16.92657, 16.43653], [11.33983, 16.08233, 16.70331], [11.60158, 15.66497, 17.98775], [10.09729, 17.59630, 14.83561], [11.18753, 18.49894, 14.69312], [8.70461, 18.20062, 14.65928], [10.02245, 16.35345, 13.81482], [11.14667, 15.98468, 12.98812], [10.61384, 15.63641, 11.52969], [11.33847, 15.14948, 10.67430], [9.29446, 15.83792, 11.35199], [11.61404, 14.88319, 20.70235], [9.96234, 15.69634, 21.00735], [11.42879, 16.58416, 20.94551], [9.02903, 17.20256, 19.58458], [8.42254, 17.85558, 17.08461], [12.00335, 15.84606, 15.86701], [12.46218, 15.00934, 18.23518], [11.70050, 15.13176, 13.35728], [11.81979, 16.81289, 12.96551]], "forces_ev_per_angstrom": [[-0.457, -0.698, 0.608], [-0.070, -0.357, -0.408], [-0.316, 0.327, 0.610], [-0.195, 0.055, 0.261], [0.224, 0.334, -0.496], [0.060, -0.366, 0.348], [-0.196, -1.360, 1.205], [0.754, -0.959, -1.348], [-1.185, -0.252, -0.357], [0.936, 0.208, 0.756], [-1.450, 2.155, 0.152], [0.444, -1.288, -1.077], [-1.397, -0.517, -0.901], [0.550, 2.659, -0.536], [-0.508, -3.496, 0.372], [0.128, -1.192, -0.495], [0.573, 1.081, 2.054], [0.895, -0.895, 2.876], [0.536, 0.457, -0.071], [-0.431, 0.825, -2.162], [0.492, 0.833, -0.546], [-1.460, 0.280, -1.527], [-0.025, -2.203, -0.873], [-0.834, 0.022, 0.400], [0.668, -1.462, -1.132], [-0.323, 1.403, 0.057], [0.199, 0.478, 0.627], [0.694, 0.268, 1.377], [1.553, 1.149, 1.480], [-0.244, 1.389, -0.676], [-0.083, 0.201, -0.059], [0.074, -0.042, 0.345], [0.291, -0.157, -0.319], [0.430, 0.685, -0.019], [-0.682, 0.109, -0.209], [-0.019, 0.234, 0.759], [0.516, 0.612, -0.060], [-0.763, -0.632, -0.305], [0.166, -0.316, -0.338], [-0.023, 0.113, 0.205], [-0.135, 0.129, -0.605], [-0.038, 1.652, 1.504], [-0.062, 1.063, -1.054], [1.285, -1.856, 0.751], [0.252, -0.239, 0.118], [0.506, -0.638, 0.604], [-0.443, 1.088, -0.784], [-0.755, -0.329, 1.052], [-2.851, -1.364, -2.426], [1.039, 0.743, -0.224], [2.155, -0.946, 0.842], [0.062, 1.153, 1.070], [-1.048, -0.131, -0.888], [-1.170, -0.266, -0.111], [-0.187, 0.526, 0.822], [2.048, 0.204, 0.589], [-0.608, -0.175, -0.451], [0.736, -0.683, -0.427], [-0.219, -0.552, -0.537], [-0.455, 0.242, -0.326], [0.348, 0.122, 0.320], [-0.185, -0.043, 0.328], [-0.676, 0.514, -0.287], [0.070, -0.479, 0.044], [0.803, 0.577, -0.508]]}


[2]
{"formula": "C6H9N3O2", "method": "wB97M-V/def2-TZVPD", "smiles": "N[C@@H](Cc1c[nH]cn1)C(=O)O", "total_energy_ev": -14933.6312, "de_lowest_kj_mol": 53.9, "molar_mass_g_mol": 155.16, "lumo_ev": 0.8, "species": ["N", "C", "C", "C", "C", "N", "C", "N", "C", "O", "O", "H", "H", "H", "H", "H", "H", "H", "H", "H"], "coordinates": [[0.92945, 0.41295, -2.06558], [-0.39546, -0.06870, -1.63821], [-0.22161, -1.20360, -0.54841], [0.24690, -0.73364, 0.77948], [1.43419, -0.90972, 1.42943], [1.39461, -0.21546, 2.58915], [0.16675, 0.35407, 2.65591], [-0.55698, 0.07872, 1.60676], [-1.26033, 1.09949, -1.16689], [-0.94607, 2.27013, -1.16593], [-2.47709, 0.67984, -0.94284], [0.92591, 0.49842, -3.11041], [1.04914, 1.31541, -1.70229], [-0.96649, -0.59936, -2.44980], [0.55218, -1.90751, -0.94522], [-1.18157, -1.77362, -0.47754], [2.30794, -1.51562, 1.13034], [2.16058, -0.26916, 3.29692], [-0.11017, 1.07117, 3.43017], [-3.05189, 1.41620, -0.70504]], "forces_ev_per_angstrom": [[-0.903, -1.782, -2.124], [0.631, -0.895, 0.401], [-0.153, -0.512, -0.689], [-0.545, 0.876, 1.359], [0.966, -1.381, -1.630], [1.312, -0.215, 1.376], [-0.344, 0.784, 0.279], [0.416, -0.284, -0.687], [0.793, 0.595, -1.013], [0.172, -0.689, 0.275], [-1.478, -0.734, 0.417], [0.133, 0.026, 1.440], [0.282, 1.577, 0.523], [0.647, 0.821, 0.459], [-0.677, 0.582, 0.120], [0.684, 0.515, 0.155], [-0.654, 0.590, 0.284], [-1.396, 0.376, -0.930], [0.058, -0.506, -0.143], [0.056, 0.254, 0.128]]}


[3]
{"formula": "C6H14O", "method": "wB97M-V/def2-TZVPD", "smiles": "CCCCCOC", "total_energy_ev": -8496.0112, "de_lowest_kj_mol": 85.0, "molar_mass_g_mol": 102.18, "lumo_ev": 1.1, "species": ["C", "C", "C", "C", "C", "O", "C", "H", "H", "H", "H", "H", "H", "H", "H", "H", "H", "H", "H", "H", "H"], "coordinates": [[-1.14756, -1.15824, -0.85095], [-1.90179, -0.45415, 0.27594], [-1.50231, 1.00869, 0.49416], [-0.07979, 1.27400, 1.01255], [1.09097, 0.86523, 0.11421], [1.52318, -0.44407, 0.43210], [2.47674, -0.94206, -0.47353], [-1.54708, -2.16086, -1.02907], [-0.09600, -1.26684, -0.58735], [-1.21757, -0.59088, -1.78795], [-2.97868, -0.48610, 0.06152], [-1.75823, -1.00819, 1.21363], [-1.65861, 1.56610, -0.44214], [-2.19915, 1.45046, 1.22068], [0.06153, 0.78437, 1.98497], [0.00289, 2.35406, 1.19348], [0.79671, 0.92505, -0.94835], [1.93514, 1.55720, 0.25659], [2.09076, -0.94619, -1.50663], [2.70069, -1.97248, -0.18241], [3.40816, -0.35513, -0.45145]], "forces_ev_per_angstrom": [[-0.005, -0.036, -0.049], [-0.055, -0.025, 0.047], [-0.006, 0.015, -0.028], [0.028, 0.027, 0.033], [-0.067, 0.258, -0.040], [0.011, 0.004, 0.121], [0.156, -0.093, -0.120], [-0.037, 0.117, -0.010], [-0.205, -0.051, -0.123], [-0.041, -0.098, 0.113], [0.154, 0.027, 0.060], [-0.004, 0.057, -0.119], [0.085, -0.094, 0.101], [0.119, -0.065, -0.126], [0.002, 0.057, -0.124], [0.015, -0.176, -0.004], [0.064, -0.052, 0.141], [-0.081, -0.052, -0.022], [0.043, 0.035, 0.170], [-0.025, 0.189, -0.022], [-0.154, -0.044, -0.001]]}